Entry 1:
The following is a DFT calculation (ωB97M-V/def2-TZVPD) of a gas-phase ion, C29H22F4NO2 (charge +1) at a distorted geometry.

Results
Energy above the lowest of the compared OMol25 structures with the same formula, charge and spin in kcal/mol: 0.0
Maximum force in eV/Å: 5.47
E_HOMO in eV: -11.62
Kohn-Sham gap in eV: 5.907
Structure (SMILES): O=C(/[NH+]=C(/CC(c1cc(F)cc(F)c1)c1cc(F)cc(F)c1)c1ccccc1)OCc1ccccc1
Charge: +1
DFT total energy in Ha: -1722.694778

```
58
C29H22F4NO2 | the OMol25 dataset | ωB97M-V/def2-TZVPD
O -2.178 0.108 3.817
C -2.098 0.040 2.601
N -1.822 1.100 1.713
C -1.358 2.241 2.303
C 0.068 2.674 1.820
C 1.164 2.507 2.775
C 1.514 1.034 3.169
C 2.248 0.217 2.285
C 2.468 -1.116 2.631
F 3.111 -1.919 1.704
C 1.958 -1.697 3.791
C 1.116 -0.891 4.539
F 0.295 -1.506 5.465
C 0.963 0.486 4.311
C 2.546 3.264 2.383
C 2.508 4.644 2.514
C 3.541 5.428 1.993
F 3.339 6.801 1.930
C 4.726 4.901 1.483
C 4.762 3.516 1.421
F 5.882 2.940 0.858
C 3.736 2.692 1.895
C -2.182 2.875 3.274
C -1.758 4.130 3.792
C -2.536 4.830 4.727
C -3.738 4.303 5.210
C -4.188 3.074 4.713
C -3.464 2.403 3.757
O -2.248 -1.094 1.872
C -2.144 -2.294 2.696
C -2.783 -3.325 1.848
C -2.090 -3.841 0.751
C -2.707 -4.811 -0.025
C -4.033 -5.199 0.221
C -4.680 -4.694 1.357
C -4.083 -3.726 2.145
H -1.302 0.783 0.884
H 0.116 3.772 1.779
H 0.171 2.269 0.788
H 0.877 3.015 3.730
H 2.586 0.551 1.318
H 2.209 -2.701 4.129
H 0.354 1.090 5.009
H 1.651 5.116 2.981
H 5.580 5.531 1.245
H 3.939 1.633 1.815
H -0.842 4.603 3.378
H -2.148 5.810 5.041
H -4.298 4.833 5.999
H -5.123 2.683 5.101
H -3.902 1.510 3.351
H -1.061 -2.461 2.836
H -2.644 -2.121 3.657
H -1.088 -3.466 0.530
H -2.136 -5.291 -0.820
H -4.548 -5.887 -0.458
H -5.653 -5.083 1.647
H -4.582 -3.257 2.992
```

Entry 2:
The following is a DFT calculation (ωB97M-V/def2-TZVPD) of a molecular structure, C29H22F9N5O4S2SbZr.

Results
Energy above the lowest of the compared OMol25 structures with the same formula, charge and spin in kcal/mol: 0.0
Maximum force in eV/Å: 0.25
E_HOMO in eV: -11.25
Kohn-Sham gap in eV: 7.458
Charge: +1
DFT total energy in Ha: -3675.447133

```
73
C29H22F9N5O4S2SbZr | the OMol25 dataset | ωB97M-V/def2-TZVPD
Zr 0.834 1.307 1.683
N -0.303 0.168 6.020
C 0.090 0.246 4.745
S 0.075 1.842 4.029
N 0.430 -0.876 4.155
N 0.818 -0.707 2.868
C 1.210 -1.765 2.257
C 1.633 -1.660 0.869
C 2.167 -2.737 0.183
C 2.598 -2.550 -1.120
C 2.488 -1.295 -1.694
C 1.930 -0.268 -0.953
N 1.496 -0.446 0.298
H -0.558 0.994 6.529
H -0.291 -0.725 6.484
H 1.228 -2.718 2.776
H 2.249 -3.696 0.673
H 3.027 -3.373 -1.676
H 2.833 -1.099 -2.699
H 1.826 0.727 -1.365
O 0.624 2.298 -0.304
N 0.176 3.406 0.180
O -0.180 4.310 -0.488
O 0.148 3.405 1.462
S -1.760 0.689 1.321
Sb -2.166 -0.216 -0.755
C -1.599 -2.239 -0.734
C -1.467 -2.990 -1.899
C -1.150 -4.339 -1.815
C -0.988 -4.940 -0.573
C -1.146 -4.196 0.588
C -1.448 -2.844 0.511
C -4.227 -0.083 -1.066
C -4.722 -0.112 -2.366
C -6.092 -0.047 -2.573
C -6.953 0.051 -1.489
C -6.453 0.085 -0.195
C -5.085 0.019 0.023
C -1.315 0.788 -2.381
C -1.733 2.100 -2.590
C -1.188 2.837 -3.629
C -0.237 2.263 -4.462
C 0.169 0.951 -4.261
C -0.366 0.210 -3.217
H -1.631 -2.546 -2.873
H -1.049 -4.925 -2.719
H -0.758 -5.995 -0.512
H -1.046 -4.671 1.556
H -1.570 -2.262 1.418
H -4.052 -0.173 -3.217
H -6.486 -0.066 -3.581
H -8.021 0.106 -1.654
H -7.128 0.169 0.647
H -4.693 0.060 1.033
H -2.473 2.557 -1.942
H -1.501 3.861 -3.784
H 0.187 2.840 -5.273
H 0.903 0.504 -4.919
H -0.031 -0.806 -3.056
F 3.457 3.619 3.389
C 4.270 3.412 2.357
F 5.525 3.620 2.749
F 3.964 4.305 1.411
C 4.075 1.967 1.809
O 2.743 1.696 1.756
C 4.743 0.929 2.758
F 4.253 -0.294 2.506
F 4.466 1.213 4.029
F 6.063 0.890 2.603
C 4.670 1.844 0.374
F 4.774 0.551 0.028
F 5.870 2.401 0.272
F 3.854 2.420 -0.515
```

Entry 3:
The following is a DFT calculation (ωB97M-V/def2-TZVPD) of a molecular structure, C29H22N15O2OsS2 at a distorted geometry.

Results
Energy above the lowest of the compared OMol25 structures with the same formula, charge and spin in kcal/mol: 0.0
Maximum force in eV/Å: 1.08
E_HOMO (spin up / spin down) in eV: -15.97 / -15.93
⟨S²⟩: 6.050
Kohn-Sham gap (spin up / spin down) in eV: 7.635 / 4.930
2S+1: 5
Charge: +3
DFT total energy in Ha: -2976.175454

```
71
C29H22N15O2OsS2 | the OMol25 dataset | ωB97M-V/def2-TZVPD
Os 1.694 -0.382 1.843
C -0.867 4.327 0.053
N 0.202 3.334 0.209
C 0.428 2.515 1.226
N 1.462 1.729 0.927
C 1.830 2.147 -0.329
N 1.087 3.111 -0.799
C -2.140 3.743 -0.532
C -3.363 4.386 -0.273
C -4.551 3.954 -0.851
C -4.557 2.843 -1.667
C -3.342 2.169 -1.902
C -2.129 2.641 -1.350
C -3.367 0.971 -2.639
N -4.447 0.376 -3.207
N -4.038 -0.786 -3.691
C -2.715 -0.884 -3.412
O -2.261 0.217 -2.780
C -1.854 -1.967 -3.671
C -2.377 -3.161 -4.201
C -1.530 -4.231 -4.388
C -0.182 -4.128 -4.049
C 0.351 -2.936 -3.543
C 1.830 -2.810 -3.219
N 2.071 -2.534 -1.786
C 2.083 -1.371 -1.158
N 2.272 -1.587 0.141
C 2.364 -2.960 0.241
N 2.245 -3.557 -0.913
C -0.486 -1.860 -3.359
H -0.477 5.094 -0.610
H -1.061 4.779 1.021
H -0.127 2.523 2.154
H 2.682 1.764 -0.875
H -3.381 5.251 0.384
H -5.472 4.488 -0.653
H -5.473 2.476 -2.116
H -1.202 2.135 -1.598
H -3.430 -3.226 -4.450
H -1.913 -5.160 -4.791
H 0.468 -4.985 -4.192
H 2.273 -2.001 -3.794
H 2.359 -3.728 -3.442
H 1.971 -0.409 -1.638
H 2.525 -3.493 1.167
H -0.106 -0.915 -2.986
N 4.925 0.517 0.737
C 4.738 0.384 2.057
N 3.586 0.017 2.621
C 3.702 -0.058 4.021
C 4.902 0.259 4.491
S 5.974 0.675 3.201
C 2.505 -0.493 4.716
C 2.296 -0.680 6.014
S 0.698 -1.267 6.298
C 0.368 -1.243 4.615
N 1.394 -0.786 3.896
N -0.797 -1.670 4.117
H 4.204 0.225 0.107
H 5.830 0.735 0.357
H 5.234 0.270 5.519
H 2.988 -0.525 6.830
H -1.505 -2.044 4.726
H -0.905 -1.820 3.132
O -0.136 -0.758 1.148
N -0.962 0.093 1.775
C -2.156 0.020 1.332
C -2.541 -0.913 0.296
N -2.785 -1.654 -0.549
C -3.098 0.990 1.839
N -3.805 1.822 2.202
```

Entry 4:
The following is a DFT calculation (ωB97M-V/def2-TZVPD) of a molecular structure, C29H22N6O3S2Ti.

Results
Maximum force in eV/Å: 0.53
E_HOMO (spin up / spin down) in eV: -5.77 / -8.17
⟨S²⟩: 2.018
Kohn-Sham gap (spin up / spin down) in eV: 5.599 / 7.617
2S+1: 3
DFT total energy in Ha: -3318.547541

```
63
C29H22N6O3S2Ti | the OMol25 dataset | ωB97M-V/def2-TZVPD
Ti -0.134 -0.295 0.703
O 2.321 2.721 -0.695
C 1.829 1.695 -0.253
N 0.540 1.287 -0.356
C -0.404 2.169 -1.011
C -1.595 2.295 -0.107
C -2.467 3.375 -0.109
C -3.513 3.386 0.795
C -3.674 2.322 1.673
C -2.772 1.279 1.605
N -1.758 1.267 0.734
C 2.674 0.701 0.517
C 4.047 0.798 0.560
C 4.749 -0.156 1.287
C 4.056 -1.155 1.946
C 2.675 -1.177 1.850
N 1.997 -0.266 1.151
H 0.039 3.137 -1.249
H -0.748 1.727 -1.956
H -2.302 4.190 -0.800
H -4.195 4.226 0.827
H -4.475 2.296 2.397
H -2.853 0.419 2.258
H 4.526 1.607 0.029
H 5.830 -0.117 1.332
H 4.555 -1.936 2.501
H 2.097 -1.951 2.338
C 0.223 -0.050 5.063
C -0.645 -1.080 5.510
C -1.348 -1.806 4.600
C -1.209 -1.534 3.215
N -0.332 -0.565 2.785
C 0.345 0.148 3.723
C -1.991 -2.131 2.196
C -3.055 -3.035 2.447
C -3.886 -3.398 1.433
C -3.674 -2.867 0.139
C -2.599 -2.054 -0.058
N -1.735 -1.687 0.921
H 0.790 0.558 5.751
H -0.750 -1.286 6.567
H -2.015 -2.589 4.928
H 1.013 0.906 3.330
H -3.212 -3.412 3.446
H -4.706 -4.078 1.622
H -4.322 -3.107 -0.691
H -2.363 -1.665 -1.041
O 3.660 -5.299 -0.208
S 2.536 -4.690 0.436
O 2.523 -4.561 1.869
N 2.244 -3.195 -0.207
C 1.086 -3.130 -0.776
S 0.431 -1.681 -1.446
C 0.337 -4.438 -0.812
C -0.885 -4.729 -1.388
C -1.387 -6.018 -1.241
C -0.678 -6.988 -0.537
C 0.559 -6.699 0.030
C 1.037 -5.417 -0.136
H -1.419 -3.966 -1.936
H -2.343 -6.273 -1.679
H -1.094 -7.982 -0.435
H 1.123 -7.449 0.568
```

Entry 5:
The following is a DFT calculation (ωB97M-V/def2-TZVPD) of a molecular structure, C29H23AuN3O3STe.

Results
Energy above the lowest of the compared OMol25 structures with the same formula, charge and spin in kcal/mol: 7.0
Maximum force in eV/Å: 0.52
E_HOMO in eV: -10.36
Kohn-Sham gap in eV: 6.254
Charge: +1
DFT total energy in Ha: -2310.537746

```
61
C29H23AuN3O3STe | the OMol25 dataset | ωB97M-V/def2-TZVPD
Au 0.496 -1.696 0.327
O -0.593 1.077 3.711
C 0.593 1.723 3.700
C 0.744 2.756 4.626
C 1.913 3.480 4.677
C 2.966 3.199 3.804
C 2.824 2.187 2.885
C 1.644 1.429 2.814
C 1.537 0.391 1.789
O 0.525 -0.477 1.906
N 2.381 0.353 0.806
N 2.168 -0.734 -0.024
C 3.033 -1.067 -0.918
C 2.940 -2.208 -1.777
C 4.098 -2.563 -2.497
C 4.125 -3.687 -3.283
C 2.985 -4.486 -3.364
C 1.832 -4.161 -2.677
C 1.781 -3.012 -1.887
O 0.589 -2.694 -1.361
H -0.572 0.377 3.042
H -0.081 2.964 5.292
H 2.013 4.275 5.404
H 3.882 3.769 3.850
H 3.625 1.952 2.198
H 3.917 -0.437 -0.964
H 4.977 -1.937 -2.412
H 5.019 -3.955 -3.826
H 3.001 -5.377 -3.976
H 0.942 -4.770 -2.749
C -2.539 2.133 -2.027
Te -0.956 0.720 -1.743
C -0.092 2.235 -0.494
C -0.793 3.515 -0.869
C -0.283 4.745 -0.466
C -0.941 5.918 -0.791
C -2.120 5.869 -1.523
C -2.634 4.649 -1.925
C -1.975 3.466 -1.603
H -3.401 1.847 -1.426
H -2.824 2.128 -3.077
H 0.982 2.290 -0.663
H -0.269 1.989 0.553
H 0.638 4.780 0.103
H -0.534 6.870 -0.480
H -2.635 6.783 -1.785
H -3.550 4.611 -2.500
S -2.757 -3.741 2.665
C -1.378 -2.855 2.243
N -1.200 -2.662 0.962
C -2.212 -3.241 0.199
C -2.359 -3.180 -1.188
C -3.456 -3.799 -1.741
C -4.401 -4.468 -0.948
C -4.272 -4.519 0.421
C -3.164 -3.891 0.988
H -0.695 -2.471 2.985
H -1.632 -2.664 -1.795
H -3.596 -3.767 -2.812
H -5.248 -4.944 -1.419
H -5.005 -5.021 1.036
```

Entry 6:
The following is a DFT calculation (ωB97M-V/def2-TZVPD) of a molecular structure, C29H23Br2I2N8OTi at a distorted geometry.

Results
Energy above the lowest of the compared OMol25 structures with the same formula, charge and spin in kcal/mol: 27.3
Maximum force in eV/Å: 3.44
E_HOMO (spin up / spin down) in eV: -7.68 / -10.44
⟨S²⟩: 2.018
Kohn-Sham gap (spin up / spin down) in eV: 4.981 / 7.665
2S+1: 3
Charge: +1
DFT total energy in Ha: -8225.038416

```
66
C29H23Br2I2N8OTi | the OMol25 dataset | ωB97M-V/def2-TZVPD
Ti -0.189 0.033 -0.124
I 5.263 -1.194 -5.297
C 3.649 -0.556 -4.099
C 2.351 -0.674 -4.572
C 1.314 -0.279 -3.761
I -0.701 -0.515 -4.338
C 1.508 0.225 -2.468
O 0.508 0.582 -1.713
C 2.840 0.304 -2.010
C 2.996 0.673 -0.563
N 2.120 -0.209 0.234
C 2.426 -1.631 0.032
C 1.295 -2.410 -0.620
C 1.534 -3.703 -1.058
C 0.504 -4.453 -1.613
C -0.751 -3.857 -1.714
C -0.919 -2.568 -1.265
N 0.075 -1.838 -0.717
C 3.892 -0.077 -2.821
H 2.153 -1.073 -5.553
H 2.668 1.707 -0.389
H 4.051 0.573 -0.263
H 2.269 0.035 1.214
H 2.665 -2.106 0.994
H 3.317 -1.742 -0.604
H 2.523 -4.127 -0.949
H 0.676 -5.459 -1.956
H -1.585 -4.394 -2.136
H -1.882 -2.076 -1.333
H 4.906 -0.018 -2.452
Br -1.593 5.558 3.106
C -0.873 4.040 2.222
C -0.448 4.138 0.881
C -0.072 2.980 0.243
N -0.074 1.772 0.823
C -0.357 1.697 2.168
C -0.796 2.836 2.872
C -0.175 0.413 2.767
C -0.138 0.212 4.163
C 0.117 -1.039 4.659
Br 0.242 -1.325 6.532
C 0.292 -2.113 3.764
C 0.232 -1.842 2.416
N 0.035 -0.627 1.895
H -0.436 5.088 0.376
H 0.235 2.994 -0.800
H -1.098 2.752 3.902
H -0.269 1.037 4.843
H 0.463 -3.111 4.128
H 0.340 -2.662 1.713
N -4.600 -0.625 1.016
C -4.291 -1.538 1.983
C -2.936 -1.698 1.942
N -2.398 -0.903 0.981
C -3.425 -0.258 0.433
C -3.181 0.662 -0.615
N -1.929 0.885 -1.026
C -2.022 1.834 -2.003
C -3.326 2.173 -2.198
N -4.057 1.435 -1.313
H -5.528 -0.314 0.781
H -5.039 -1.972 2.612
H -2.321 -2.336 2.546
H -1.168 2.197 -2.540
H -3.772 2.867 -2.880
H -5.060 1.436 -1.240
```

Entry 7:
The following is a DFT calculation (ωB97M-V/def2-TZVPD) of a molecular structure, C29H23Br2N2OReS.

Results
Energy above the lowest of the compared OMol25 structures with the same formula, charge and spin in kcal/mol: 38.5
Maximum force in eV/Å: 0.54
E_HOMO in eV: -13.85
Kohn-Sham gap in eV: 7.059
Charge: +2
DFT total energy in Ha: -6927.569824

```
59
C29H23Br2N2OReS | the OMol25 dataset | ωB97M-V/def2-TZVPD
Re 0.080 -0.598 -0.710
C 1.548 2.277 0.125
C 0.122 2.203 0.554
C -0.441 3.288 1.253
C -1.746 3.268 1.654
C -2.545 2.147 1.352
C -3.918 2.013 1.705
Br -4.777 3.381 2.661
C -4.632 0.896 1.364
C -4.015 -0.149 0.651
Br -4.995 -1.671 0.181
C -2.691 -0.040 0.307
O -2.050 -1.028 -0.411
C -1.933 1.094 0.649
N -0.605 1.116 0.276
H 1.946 3.269 0.320
H 1.640 2.050 -0.937
H 2.150 1.551 0.673
H 0.187 4.141 1.463
H -2.174 4.103 2.191
H -5.674 0.806 1.635
C 6.173 -2.189 0.449
C 4.774 -1.764 0.163
C 4.364 -1.355 -1.103
C 3.060 -0.964 -1.322
N 2.132 -0.965 -0.343
C 2.519 -1.369 0.886
C 3.803 -1.759 1.171
H 6.788 -2.174 -0.448
H 6.184 -3.197 0.865
H 6.623 -1.527 1.191
H 5.059 -1.334 -1.931
H 2.733 -0.631 -2.296
H 1.753 -1.377 1.654
H 4.050 -2.068 2.177
S -1.264 -2.348 0.504
C -1.756 -2.095 2.154
C -1.135 -1.152 2.982
C -1.562 -1.004 4.286
C -2.597 -1.803 4.766
C -3.210 -2.744 3.951
C -2.798 -2.890 2.637
H -0.322 -0.546 2.599
H -1.090 -0.281 4.937
H -2.923 -1.693 5.792
H -4.007 -3.362 4.339
H -3.272 -3.611 1.983
C 0.177 0.103 -2.286
C 0.098 0.561 -3.635
C 1.071 1.452 -4.114
C 1.002 1.899 -5.421
C -0.030 1.467 -6.246
C -0.997 0.587 -5.774
C -0.938 0.127 -4.472
H 1.868 1.790 -3.464
H 1.746 2.587 -5.798
H -0.081 1.819 -7.267
H -1.794 0.259 -6.426
H -1.681 -0.564 -4.097
```